A structure of composition C5H10N at a distorted geometry, computed with ωB97M-V with the def2-TZVPD basis set.

Structure (XYZ):
```
16
C5H10N | the Open Molecules 2025 dataset | ωB97M-V with the def2-TZVPD basis set
C -0.724 2.173 1.126
C -0.161 0.440 0.277
C 0.188 -0.822 -0.016
C -0.382 1.838 -0.274
C 0.360 -1.941 0.991
N 0.401 -0.955 -1.589
H -1.723 2.375 1.328
H 0.017 2.241 1.873
H -1.256 2.007 -0.992
H 0.400 2.305 -0.704
H 1.296 -1.721 1.656
H 0.591 -2.943 0.510
H -0.516 -2.150 1.615
H -0.007 -1.821 -2.021
H 1.392 -1.036 -1.790
H 0.125 0.010 -1.991
```

LUMO	-3.80	eV
orbital gap	9.27	eV
molecular weight	84.1	g mol⁻¹
total charge	+1

A structure of composition C8H12O11Sr at a distorted geometry, computed with ωB97M-V with the def2-TZVPD basis set.

Structure (XYZ):
```
32
C8H12O11Sr | the Open Molecules 2025 dataset | ωB97M-V with the def2-TZVPD basis set
Sr 0.256 -0.376 -0.694
O 2.220 -0.838 3.406
C 1.404 -0.558 2.311
O 1.749 0.160 1.353
C 0.122 -1.414 2.332
O 0.081 -2.300 1.178
C -1.088 -3.177 1.118
C -1.725 -3.004 -0.217
O -2.880 -3.497 -0.104
O -1.068 -2.578 -1.219
H 3.003 -0.254 3.285
H -0.777 -0.746 2.373
H 0.077 -2.006 3.269
H -1.749 -2.897 1.926
H -0.791 -4.207 1.169
O -3.044 2.093 -0.448
C -1.860 1.774 0.117
O -1.689 0.749 0.763
C -0.818 2.864 0.041
O 0.406 2.269 -0.384
C 1.430 2.778 -1.313
C 1.401 2.118 -2.700
O 1.810 2.648 -3.726
O 0.845 0.895 -2.690
H -3.658 1.328 -0.353
H -0.737 3.355 1.045
H -1.031 3.742 -0.560
H 2.420 2.627 -0.917
H 1.312 3.848 -1.377
O 1.455 -2.072 -2.709
H 0.723 -1.776 -3.257
H 2.200 -1.547 -3.017
```

LUMO	-0.47	eV
orbital gap	8.03	eV
molecular weight	371.8	g mol⁻¹

A structure of composition C9H24N7ORuS at a distorted geometry, computed with ωB97M-V with the def2-TZVPD basis set.

Structure (XYZ):
```
43
C9H24N7ORuS | the Open Molecules 2025 dataset | ωB97M-V with the def2-TZVPD basis set
Ru 0.251 -0.969 -0.344
N 0.513 -2.626 0.872
N 1.861 -2.841 1.265
C 2.859 -2.363 0.496
N 4.095 -2.708 0.761
S 2.526 -1.271 -0.799
H -0.074 -2.663 1.706
H 0.226 -3.394 0.256
H 2.015 -3.541 1.981
H 4.347 -3.344 1.508
H 4.856 -2.353 0.196
N -1.191 -3.564 -3.320
C -1.033 -2.606 -2.446
O -0.030 -2.583 -1.668
C -1.991 -1.465 -2.322
C -1.791 -0.855 -0.949
H -0.495 -4.291 -3.423
H -1.992 -3.590 -3.935
H -3.025 -1.782 -2.481
H -1.757 -0.756 -3.121
H -2.270 -1.446 -0.168
H -2.100 0.187 -0.884
C 0.652 1.533 -1.415
N -0.082 2.232 -0.389
C -0.831 3.433 -0.813
C -0.140 1.731 0.850
N 0.123 0.372 0.998
N -0.440 2.461 1.906
C -1.006 1.886 3.135
C -0.102 3.893 2.014
H 0.513 2.030 -2.372
H 0.247 0.497 -1.627
H 1.714 1.455 -1.194
H -1.347 3.195 -1.742
H -0.165 4.277 -0.983
H -1.573 3.690 -0.065
H 0.158 0.127 1.982
H -0.244 1.807 3.912
H -1.466 0.920 2.943
H -1.788 2.556 3.487
H 0.594 4.179 1.234
H 0.379 4.035 2.981
H -0.995 4.516 1.975
```

LUMO	-11.84	eV
orbital gap	7.09	eV
molecular weight	379.5	g mol⁻¹
total charge	+3

A structure of composition C12H8AuCl2S4SbSe at a distorted geometry, computed with ωB97M-V with the def2-TZVPD basis set.

Structure (XYZ):
```
29
C12H8AuCl2S4SbSe | the Open Molecules 2025 dataset | ωB97M-V with the def2-TZVPD basis set
Au -0.865 -0.009 1.012
Cl -0.774 0.057 3.786
C 0.937 0.011 4.046
C 1.356 -0.001 5.367
C 2.701 -0.003 5.683
C 3.637 0.003 4.662
C 3.212 0.001 3.349
Cl 4.394 0.006 2.104
C 1.854 0.001 2.986
S 1.471 -0.025 1.291
H 0.608 -0.005 6.141
H 3.014 -0.003 6.716
H 4.696 0.007 4.865
S -4.836 0.332 3.416
Sb -4.342 -0.153 1.210
S -2.487 -1.749 1.349
S -2.623 1.519 0.585
Se -2.049 -0.517 -1.889
C -1.397 -0.190 -3.643
C -0.311 -0.909 -4.136
C 0.105 -0.711 -5.439
C -0.545 0.211 -6.244
C -1.611 0.945 -5.744
C -2.051 0.737 -4.452
H 0.194 -1.610 -3.486
H 0.933 -1.277 -5.842
H -0.223 0.366 -7.265
H -2.107 1.671 -6.376
H -2.890 1.292 -4.052
```

LUMO (alpha / beta)	2.63 / 0.30	eV
multiplicity	4
orbital gap (alpha / beta)	7.01 / 5.21	eV
molecular weight	749.1	g mol⁻¹
total charge	-1

A structure of composition C6H14NO at a distorted geometry, computed with ωB97M-V with the def2-TZVPD basis set.

Structure (XYZ):
```
22
C6H14NO | the Open Molecules 2025 dataset | ωB97M-V with the def2-TZVPD basis set
C -0.699 -1.347 -0.395
C -1.650 -0.761 -1.424
C -0.344 -0.285 0.714
N -1.634 0.257 1.383
C -0.760 2.571 1.364
C -0.857 1.150 1.922
C 2.856 -0.977 -1.188
O 2.314 -0.959 -2.397
H -1.017 -2.248 0.129
H 0.191 -1.637 -0.962
H -2.551 -0.415 -0.900
H -2.020 -1.465 -2.170
H -1.137 0.059 -1.924
H 0.367 0.351 0.172
H 0.187 -0.923 1.428
H 3.593 -0.116 -0.940
H -0.851 3.344 2.121
H -1.455 2.581 0.534
H 0.262 2.604 0.965
H -0.459 0.921 2.927
H 2.107 -0.853 -0.359
H 3.556 -1.852 -1.000
```

LUMO	3.33	eV
orbital gap	5.45	eV
molecular weight	116.2	g mol⁻¹
total charge	-1

An isolated molecule of C28H36N4O4, computed with ωB97M-V with the def2-TZVPD basis set.

Structure (XYZ):
```
72
C28H36N4O4 | the Open Molecules 2025 dataset | ωB97M-V with the def2-TZVPD basis set
C -5.426 0.437 4.787
C -4.366 -0.618 4.495
C -3.012 0.010 4.176
C -1.943 -1.041 3.891
C -0.590 -0.403 3.586
C 0.484 -1.467 3.327
C 1.820 -0.837 3.106
N 2.675 -0.826 4.061
C 3.895 -0.237 3.861
C 4.827 -0.231 4.904
C 6.062 0.348 4.721
C 6.401 0.933 3.501
C 5.498 0.936 2.463
C 4.239 0.356 2.633
C 3.274 0.353 1.545
O 3.426 0.822 0.437
N 2.056 -0.256 1.887
N 1.107 -0.326 0.877
C 1.285 -1.211 -0.133
O 2.048 -2.175 -0.017
C 0.481 -0.980 -1.342
C 0.618 -1.873 -2.403
O 1.399 -2.937 -2.341
C -0.111 -1.660 -3.604
C -0.903 -0.551 -3.719
N -0.974 0.364 -2.710
C -1.660 1.637 -2.871
C -0.827 2.676 -3.639
C 0.505 2.933 -2.942
C -1.636 3.965 -3.751
C -0.350 0.178 -1.476
O -0.545 1.007 -0.579
C -1.726 -0.321 -4.956
C -1.837 -1.569 -5.828
C -0.459 -2.179 -6.033
C 0.049 -2.684 -4.692
H -5.134 1.044 5.641
H -6.382 -0.030 5.009
H -5.555 1.094 3.930
H -4.687 -1.232 3.650
H -4.263 -1.277 5.360
H -3.114 0.666 3.309
H -2.694 0.627 5.021
H -1.845 -1.702 4.755
H -2.254 -1.652 3.040
H -0.279 0.213 4.432
H -0.689 0.246 2.713
H 0.568 -2.117 4.198
H 0.208 -2.067 2.458
H 4.551 -0.690 5.840
H 6.778 0.350 5.529
H 7.375 1.381 3.374
H 5.733 1.380 1.507
H 0.570 0.519 0.634
H 1.855 -2.915 -1.445
H -2.624 1.489 -3.357
H -1.835 2.014 -1.860
H -0.622 2.306 -4.650
H 0.341 3.252 -1.916
H 1.119 2.035 -2.923
H 1.059 3.711 -3.463
H -1.080 4.712 -4.311
H -1.846 4.365 -2.761
H -2.582 3.789 -4.260
H -2.730 0.003 -4.675
H -1.275 0.483 -5.543
H -2.291 -1.298 -6.782
H -2.485 -2.301 -5.342
H -0.504 -3.001 -6.749
H 0.220 -1.422 -6.430
H 1.104 -2.959 -4.752
H -0.496 -3.588 -4.403
```

LUMO	0.40	eV
orbital gap	8.83	eV
structure (SMILES)	CCCCCCc1nc2ccccc2c(=O)n1NC(=O)c1c(O)c2c(n(CC(C)C)c1=O)CCCC2
molecular weight	492.6	g mol⁻¹